Density functional theory data (wB97M-V/def2-TZVPD) for a structure of composition C14H48N18O14VZn in a non-equilibrium geometry.

Structure (XYZ):
```
96
Properties=species:S:1:pos:R:3:mulliken_charge:R:1
Zn -2.186 1.126 -2.368 1.309
O -0.114 4.110 -0.209 -0.453
V 0.751 2.746 -0.261 1.003
O 1.506 2.685 -1.699 -0.701
O 1.773 1.090 0.869 -0.665
C 1.051 -0.090 0.538 -0.503
C -0.449 0.022 0.048 0.639
O -0.839 1.157 -0.746 0.546
H 1.072 -0.713 1.432 0.326
H 1.604 -0.679 -0.194 0.347
H -1.087 -0.078 0.926 0.382
H -0.618 -0.822 -0.621 -0.905
C 3.522 2.271 4.032 0.481
O 3.736 2.369 5.206 -0.675
N 2.763 1.289 3.569 -0.134
N 4.055 3.005 3.038 -0.216
H 2.407 0.567 4.179 0.148
H 2.631 1.143 2.578 -0.033
H 4.680 3.760 3.283 0.217
H 3.664 3.036 2.108 0.128
C -0.298 -0.983 -3.957 0.480
O -0.909 -0.043 -3.449 -0.560
N -0.042 -2.086 -3.257 -0.070
N -0.035 -1.155 -5.218 -0.377
H 0.374 -2.906 -3.674 0.265
H -0.400 -2.113 -2.313 -0.342
H 0.421 -2.045 -5.363 0.140
H -0.161 -0.399 -5.875 0.227
C -0.459 -4.929 -0.853 0.559
O -0.867 -3.773 -0.779 -0.346
N 0.384 -5.354 -1.741 -0.304
N -0.836 -5.904 -0.157 -0.396
H 0.715 -6.303 -1.833 0.197
H 0.906 -4.626 -2.208 -0.031
H -1.440 -5.634 0.606 0.221
H -0.364 -6.794 -0.234 0.185
C -1.208 3.904 -3.581 0.529
O -1.382 2.915 -2.926 -0.526
N -1.456 5.091 -3.196 -0.366
N -0.718 3.898 -4.834 -0.497
H -1.721 5.281 -2.240 0.219
H -1.445 5.865 -3.844 0.179
H -0.534 4.794 -5.264 0.153
H -0.388 2.972 -5.062 0.230
C -4.299 2.190 -0.522 0.712
O -3.688 2.079 -1.584 -0.434
N -3.771 1.979 0.637 -0.211
N -5.558 2.315 -0.423 -0.426
H -4.445 1.866 1.380 0.168
H -2.802 1.709 0.732 -0.071
H -6.102 2.385 -1.270 0.249
H -6.065 2.506 0.429 0.166
C 5.401 0.543 0.375 0.609
O 6.589 0.677 0.315 -0.680
N 4.531 1.254 -0.328 -0.187
N 4.709 -0.336 1.074 -0.357
H 4.878 2.057 -0.833 0.171
H 3.525 1.195 -0.257 0.125
H 3.711 -0.184 1.047 0.045
H 5.206 -0.963 1.690 0.146
C -0.576 -4.125 3.147 0.645
O -1.503 -4.885 3.066 -0.698
N -0.120 -3.474 2.108 0.073
N 0.119 -3.927 4.215 -0.406
H -0.474 -3.524 1.164 -0.093
H 0.679 -2.873 2.249 -0.034
H -0.168 -4.510 4.988 0.257
H 1.058 -3.557 4.175 0.177
C 3.586 -3.514 -0.953 0.591
O 3.473 -4.359 -1.815 -0.695
N 2.989 -3.481 0.194 -0.260
N 4.245 -2.421 -1.074 -0.223
H 2.640 -4.370 0.523 0.203
H 2.805 -2.622 0.692 0.089
H 4.525 -2.132 -2.001 0.217
H 4.437 -1.814 -0.290 0.210
C -3.948 -1.446 -2.046 0.679
O -3.162 -0.549 -2.109 -0.740
N -5.167 -1.382 -2.493 -0.477
N -3.683 -2.615 -1.576 -0.245
H -5.418 -0.531 -2.976 0.248
H -5.825 -2.130 -2.328 0.167
H -4.322 -3.388 -1.691 0.228
H -2.730 -2.759 -1.272 0.017
C -1.412 4.747 2.986 -1.344
C -0.688 3.483 3.347 0.302
C -1.686 2.409 3.758 -0.886
O -0.020 3.037 2.183 -0.222
H -2.340 4.533 2.454 0.226
H -0.668 5.355 2.470 0.347
H -1.668 5.255 3.915 0.443
H 0.085 3.736 4.072 0.429
H -1.044 1.536 3.871 0.336
H -2.418 2.323 2.956 -0.087
H -2.165 2.591 4.720 0.420
H 0.686 2.442 2.445 0.069
```

Energy in hartree: -5324.67073
Multiplicity: 1
Net charge: +1
HOMO-LUMO gap in eV: 8.149